# C30H48INO13S3

A molecular structure, C30H48INO13S3 (ωB97M-V/def2-TZVPD, OMol25).

```
96
Properties=species:S:1:pos:R:3:forces:R:3
C 0.1659 2.2640 4.4739 -0.63 0.26 -0.30
C 0.7532 2.1216 3.4396 0.10 0.81 -0.80
C 1.4385 1.9826 2.1591 -0.18 -0.02 0.74
I 3.0875 0.6102 2.7443 -0.22 -0.53 0.08
O 2.1779 3.1131 1.7220 0.45 -0.07 0.02
C 2.8096 2.6385 0.5582 -1.82 -0.60 -0.18
O 3.8757 2.9364 0.1684 0.35 0.59 0.13
C 1.7711 1.6852 -0.1351 1.24 0.94 -0.45
O 2.4725 0.5404 -0.5456 -0.82 0.26 0.11
C 1.9452 -0.0689 -1.7127 0.78 -1.35 -1.17
C 3.1333 -0.6983 -2.4837 -0.30 0.34 0.85
C 3.9923 -1.5880 -1.5422 0.04 -0.04 -0.90
C 0.6148 1.5195 0.9114 0.73 -2.68 -0.47
C 0.2000 0.0168 1.0103 0.14 -0.24 0.55
C -0.8531 -0.2743 2.0837 -0.38 -1.05 0.56
C -1.5009 -1.6882 1.8853 -0.28 0.77 -0.19
C -3.0278 -1.5153 1.9849 0.92 0.20 -0.57
O -3.7568 -2.7270 1.6884 0.11 0.46 -0.33
C -4.0438 -2.8049 0.3673 -0.40 -0.18 -0.01
O -5.1170 -3.1520 -0.0172 -0.29 -0.40 -0.10
N -0.6726 2.1993 0.6369 0.66 1.57 0.16
C -1.1563 2.0462 -0.7234 0.06 0.28 -1.46
C -0.7910 3.0219 -1.8602 -0.23 0.58 0.95
O -1.9217 1.1711 -0.9938 -0.21 -0.79 0.45
C -0.7516 3.5880 1.0515 -1.12 0.62 1.04
C -1.8222 3.8922 2.1031 0.15 -0.78 -0.20
O -0.0878 4.4839 0.6187 0.61 -0.06 -0.52
H -0.6053 2.4933 5.1757 0.39 -0.19 0.33
H 1.5535 2.2491 -1.0549 -0.64 -0.05 0.39
H 1.4512 0.6292 -2.4065 -0.09 0.16 0.51
H 1.2626 -0.9035 -1.4858 -0.07 0.43 0.23
H 3.7242 0.1590 -2.8403 0.07 -0.42 -0.16
H 2.7164 -1.2672 -3.3439 0.33 0.35 0.59
H 4.6263 -2.2221 -2.1770 -0.05 0.04 0.33
H 4.6466 -0.9957 -0.8956 -0.26 0.00 -0.10
H 3.3853 -2.2541 -0.9161 0.01 0.18 -0.19
H 1.0633 -0.6223 1.2389 -0.05 0.35 -0.19
H -0.1641 -0.3515 0.0443 -0.07 0.46 0.12
H -1.6782 0.4477 2.1241 0.39 0.17 -0.29
H -0.4166 -0.2932 3.0923 0.11 0.26 -0.32
H -1.2642 -2.0265 0.8647 -0.01 -0.21 0.33
H -1.1697 -2.4088 2.6408 0.05 0.36 -0.63
H -3.3148 -1.1354 2.9708 -0.12 -0.45 -0.12
H -3.3251 -0.7581 1.2396 0.03 -0.06 0.31
H -3.2605 -2.5620 -0.3770 0.23 0.24 0.61
H 0.1380 3.5678 -1.6810 -0.20 -0.10 -0.17
H -1.6028 3.7702 -1.8734 0.27 -0.07 -0.03
H -0.8204 2.5259 -2.8312 0.10 -0.18 0.31
H -2.8251 3.8598 1.6514 0.30 0.16 -0.09
H -1.6118 4.8664 2.5470 -0.15 -0.15 -0.09
H -1.8288 3.0964 2.8564 0.08 0.26 -0.11
C -1.8002 -7.2360 4.1148 0.08 0.02 0.09
C -2.2303 -6.7809 5.5145 -0.06 -0.04 -0.04
C -1.5414 -5.4397 5.7931 -0.11 -0.31 0.33
S -1.2841 -4.6677 4.1926 -0.25 -0.52 0.17
O 0.1328 -4.5736 3.9476 -0.04 0.27 -0.05
O -2.1561 -3.5291 4.0777 0.11 0.14 0.27
C -1.9451 -6.0112 3.2172 -0.10 -0.37 -0.11
H -2.4055 -8.0675 3.7559 0.02 0.02 -0.01
H -0.7574 -7.5619 4.1366 -0.02 0.00 -0.04
H -3.3144 -6.6493 5.5364 0.02 0.01 -0.02
H -1.9753 -7.5182 6.2751 0.00 0.03 0.00
H -2.1568 -4.7879 6.4089 0.10 0.14 -0.08
H -0.5666 -5.5779 6.2581 0.04 0.08 -0.10
H -1.3937 -6.0925 2.2829 0.03 0.17 0.02
H -2.9939 -5.7902 3.0169 0.04 0.10 0.00
C -0.4335 8.5782 0.1663 -0.07 0.09 -0.01
C -1.8715 8.5929 0.6981 0.06 -0.03 0.05
C -2.8104 8.5876 -0.5139 -0.14 0.15 0.40
S -1.9166 7.7610 -1.8343 0.18 -0.10 0.27
O -1.6656 8.7134 -2.8859 -0.14 -0.14 -0.14
O -2.5292 6.4808 -2.0980 -0.02 0.07 -0.25
C -0.4045 7.5079 -0.9186 0.27 0.06 0.23
H 0.2873 8.3667 0.9554 0.00 -0.02 -0.03
H -0.1881 9.5527 -0.2634 0.02 -0.03 0.00
H -2.0445 7.6981 1.3009 0.02 0.00 -0.03
H -2.0576 9.4572 1.3351 -0.02 -0.02 -0.02
H -3.7311 8.0450 -0.3120 -0.01 -0.01 -0.18
H -3.0414 9.5977 -0.8480 0.04 -0.05 -0.12
H 0.4499 7.5946 -1.5865 -0.12 -0.04 -0.14
H -0.4435 6.5094 -0.4857 -0.01 -0.02 -0.03
C 3.8081 -4.3050 -6.6945 -0.01 -0.11 0.02
C 2.6280 -5.2846 -6.6833 0.01 0.07 -0.05
C 2.3210 -5.6166 -5.2182 -0.11 -0.28 -0.34
S 2.8370 -4.1875 -4.2616 -0.07 0.08 -0.32
O 3.9391 -4.5709 -3.4177 -0.13 0.04 0.17
O 1.6731 -3.5132 -3.7425 0.10 -0.07 0.28
C 3.4824 -3.2507 -5.6421 0.18 0.06 -0.34
H 3.9529 -3.8569 -7.6768 0.01 0.00 0.02
H 4.7269 -4.8309 -6.4243 0.01 0.05 0.00
H 1.7579 -4.8112 -7.1438 0.02 0.01 0.02
H 2.8477 -6.1875 -7.2521 -0.02 0.01 0.02
H 1.2600 -5.7906 -5.0548 0.04 0.04 0.17
H 2.8954 -6.4748 -4.8731 0.03 0.09 0.11
H 4.3499 -2.6765 -5.3230 -0.07 0.00 0.16
H 2.6937 -2.5814 -5.9867 -0.02 -0.01 0.07
```
Forces are in eV/Å.

## Properties
Strongest force on any atom ... 2.8 eV Å⁻¹
Highest occupied orbital energy ... -9.338 eV
Frontier orbital gap ... 9.06 eV
E ... -3696.88204 Eh
Net charge ... 0
LUMO level ... -0.28 eV